Formula: C6H8O2
Source: OMol25
Level of theory: wB97M-V/def2-TZVPD

```
16
Properties=species:S:1:pos:R:3:forces:R:3:lowdin_charge:R:1
H -0.845632 0.359639 -2.091471 0.2 0.6 -0.2 0.117
H 1.767489 0.999001 1.349285 1.3 1.2 1.3 0.075
O 1.785250 -1.306502 -0.436019 1.6 0.5 0.9 -0.065
C -0.339636 0.424890 -1.141742 1.3 -1.3 2.8 -0.071
H -1.546507 1.373938 0.483334 0.1 -2.0 -0.1 0.170
H 1.108492 2.347634 -0.756715 -0.5 -1.1 -0.6 0.118
H -0.288377 -0.804552 1.989825 1.4 0.5 -2.0 0.167
C 0.019667 -0.410379 0.925615 -1.4 2.0 -1.0 -0.140
H 2.232228 -0.478347 0.098514 -1.7 -2.4 -2.0 0.156
C -1.185690 0.323779 0.128656 0.4 -1.1 0.0 -0.365
C 0.637640 1.365701 -0.522601 2.6 -0.5 1.4 -0.057
C 0.451220 -1.203282 -0.352900 -2.8 -0.4 -1.8 -0.224
H -0.195893 -2.176225 -0.826591 2.2 2.8 1.6 0.202
C 1.045288 0.745040 0.657163 -3.1 0.9 -0.9 -0.118
O -2.140820 -0.664545 -0.160310 -0.4 1.0 -1.3 -0.026
H -2.504726 -0.895788 0.655950 -1.3 -0.9 1.9 0.061
```
Forces are in eV/Å.

Properties
lowest unoccupied orbital energy: 0.88 eV
M: 112.13 g mol⁻¹
max |F|: 3.9 eV/A
energy above the lowest of the compared OMol25 structures with the same formula, charge and spin: 126.70 kcal per mole
frontier orbital gap: 9.132 eV

Formula: C6H8O2
Source: OMol25
Level of theory: wB97M-V/def2-TZVPD

```
16
Properties=species:S:1:pos:R:3:forces:R:3:lowdin_charge:R:1
C 2.670809 -0.034609 0.149408 -1.1 -4.2 -1.0 -0.137
H -1.034712 2.218997 -0.239095 -1.7 -0.1 -0.3 0.095
H -4.432967 -0.688372 -0.017929 1.1 -0.7 0.0 0.058
H 3.065821 0.956150 -0.254469 -0.3 -1.5 1.3 0.084
H 2.399543 -2.168214 0.059823 2.1 1.5 -0.6 0.081
C -0.569991 1.296884 0.038739 3.4 -0.3 -1.6 -0.147
C 3.196606 -1.335685 -0.206324 -1.7 2.5 3.3 -0.021
C -3.379580 -1.077654 -0.022983 -1.7 -3.3 1.7 -0.008
H -3.310237 -2.326747 0.149251 0.4 4.0 -0.9 0.139
H 4.349785 -1.569889 -0.158416 -2.6 0.7 -0.8 0.075
H 1.466560 2.376940 -0.517869 -1.7 -3.1 2.3 0.180
C -2.532843 -0.093988 0.196430 2.2 3.1 -2.2 -0.221
O 1.169687 0.012519 0.716875 6.4 4.3 -4.4 -0.175
H -2.731650 0.989353 0.078647 -1.8 -0.8 0.6 0.107
O -1.137669 -0.004598 0.003082 0.2 0.7 1.3 -0.083
C 0.810836 1.448918 0.024836 -3.2 -2.7 1.4 -0.025
```
Forces are in eV/Å.

Properties
lowest unoccupied orbital energy: 0.93 eV
M: 112.13 g mol⁻¹
max |F|: 8.9 eV/A
energy above the lowest of the compared OMol25 structures with the same formula, charge and spin: 203.41 kcal per mole
frontier orbital gap: 9.475 eV

Formula: C6H8O2
Source: OMol25
Level of theory: wB97M-V/def2-TZVPD

```
16
Properties=species:S:1:pos:R:3:forces:R:3:lowdin_charge:R:1
C -0.350210 -0.515160 -0.775016 2.2 -0.7 1.5 -0.232
C -1.630787 -1.144608 -0.182272 -1.8 5.0 1.9 0.044
H -1.900627 -2.105141 -0.463292 0.0 -1.7 -0.5 0.071
C 0.760130 0.499384 -0.712412 2.0 3.4 -0.8 -0.164
H -1.246015 0.363875 1.273947 0.8 -0.6 -1.3 0.143
H -0.596640 1.973268 0.341877 3.1 -1.2 1.3 0.145
C -0.648225 -0.453336 0.773909 -2.9 -1.0 0.1 -0.378
H -2.602826 -0.374204 0.059193 2.5 -2.5 -1.5 0.178
C 1.356107 0.415888 0.781719 0.1 -1.7 1.6 -0.162
H 1.065536 2.815458 0.356211 -0.5 -3.8 -0.4 0.154
H 1.414177 0.758532 -1.644837 -1.2 -0.8 2.0 0.156
H 0.238243 -1.783699 -1.940449 -0.6 -0.9 -3.4 0.019
O 0.492576 -0.607613 1.437339 2.6 -0.3 0.5 -0.057
O 0.561803 -1.777837 -1.089460 -1.2 1.9 3.6 -0.031
H 2.500465 0.280737 1.399812 -3.6 0.9 -2.6 0.231
C 0.586293 1.654456 0.383731 -1.6 4.1 -2.0 -0.120
```
Forces are in eV/Å.

Properties
lowest unoccupied orbital energy: 0.85 eV
M: 112.13 g mol⁻¹
max |F|: 5.7 eV/A
energy above the lowest of the compared OMol25 structures with the same formula, charge and spin: 215.93 kcal per mole
frontier orbital gap: 9.636 eV

Formula: C6H8O2
Source: OMol25
Level of theory: wB97M-V/def2-TZVPD

```
16
Properties=species:S:1:pos:R:3:forces:R:3:lowdin_charge:R:1
H 0.659347 -1.367546 -2.154411 0.0 -0.3 -0.5 0.110
O 0.442609 0.612698 1.787593 -0.1 3.9 -5.4 0.045
C -0.183874 -1.394946 -0.142290 -2.9 -4.1 -0.1 -0.215
C 0.467940 -0.748575 -1.307003 4.7 0.1 1.1 -0.081
H 0.733221 2.308897 -0.925220 2.8 -1.8 4.0 0.239
H -1.582813 -2.999936 0.793507 1.3 1.9 -0.6 0.089
C 0.316986 1.250170 0.671502 -0.2 -3.4 2.1 -0.429
H -1.262452 1.736174 -0.991008 1.0 0.5 -0.3 0.109
H 0.124557 -3.381920 0.586321 0.8 0.0 0.0 0.033
H -1.714928 1.161714 0.467205 -1.1 -1.0 0.5 0.106
H -1.674327 -0.383371 -1.735065 1.1 -0.9 1.8 0.181
H 1.310421 -0.035863 -1.033881 -1.0 -1.1 -0.8 0.124
C -0.947169 0.994049 -0.256845 0.6 0.9 1.8 -0.097
C -0.569717 -2.579358 0.431903 -0.2 0.7 -0.4 0.077
C -0.847822 -0.368209 -0.917608 -4.0 2.6 -0.7 -0.301
O 1.306004 1.892687 -0.023267 -2.8 1.8 -2.3 0.011
```
Forces are in eV/Å.

Properties
lowest unoccupied orbital energy: 0.28 eV
M: 112.13 g mol⁻¹
max |F|: 6.7 eV/A
energy above the lowest of the compared OMol25 structures with the same formula, charge and spin: 101.82 kcal per mole
frontier orbital gap: 9.652 eV